[1]
Below is a cluster of 7 separate species, C29H46NO14P in total in a non-equilibrium geometry, with properties calculated with ωB97M-V/def2-TZVPD.

```
91
Properties=species:S:1:pos:R:3:mulliken_charge:R:1
C 4.726 2.934 0.258 -0.713
P 4.336 4.665 -0.388 0.007
O 4.203 5.642 1.008 -0.523
C 2.616 4.603 -1.151 0.344
C 1.393 4.204 -0.178 -0.683
N 0.644 3.099 -0.912 -0.187
C 1.729 2.385 -1.596 0.526
O 1.840 1.159 -1.704 -0.638
C 2.759 3.435 -2.253 -0.974
H 3.754 2.364 0.373 0.069
H 5.334 2.409 -0.534 0.276
H 5.313 3.046 1.215 0.373
H 4.583 6.525 0.872 0.335
H 2.324 5.517 -1.744 0.493
H 0.626 5.034 -0.079 0.262
H 1.691 3.832 0.852 0.204
H 0.477 2.452 -0.120 0.226
H 2.525 3.808 -3.291 0.315
H 3.741 2.873 -2.313 0.223
O 4.343 -3.943 -4.508 -0.600
C 3.982 -3.197 -3.636 0.475
O 3.757 -1.870 -3.821 -0.386
C 3.446 -1.258 -2.559 0.279
C 2.960 -2.386 -1.679 0.254
C 3.761 -3.568 -2.193 -0.551
H 4.354 -0.786 -2.167 0.215
H 2.686 -0.494 -2.700 -0.225
H 3.098 -2.191 -0.614 0.466
H 1.893 -2.557 -1.854 -0.219
H 4.730 -3.653 -1.694 0.267
H 3.203 -4.500 -2.109 0.305
O -0.418 2.390 1.645 -0.529
C -0.810 3.107 2.531 0.386
O -1.060 4.430 2.375 -0.379
C -1.404 5.004 3.644 -0.523
C -1.881 3.843 4.488 -0.657
C -1.048 2.693 3.959 -0.150
H -0.514 5.484 4.062 0.285
H -2.179 5.758 3.508 0.361
H -1.767 4.013 5.559 0.353
H -2.940 3.651 4.289 0.287
H -0.086 2.616 4.471 0.318
H -1.586 1.747 4.009 0.114
O -3.222 -2.888 3.058 -0.674
C -2.450 -2.194 2.448 0.391
O -1.958 -1.019 2.918 -0.426
C -1.155 -0.397 1.902 0.010
C -0.741 -1.522 0.979 0.132
C -1.927 -2.463 1.061 -0.078
H -1.762 0.356 1.392 0.020
H -0.298 0.092 2.360 0.282
H -0.514 -1.187 -0.034 -0.302
H 0.150 -2.018 1.376 0.365
H -2.701 -2.208 0.333 0.224
H -1.624 -3.503 0.951 0.107
O 0.091 -1.936 -2.102 -0.649
C -0.405 -1.597 -3.148 0.566
O -1.554 -2.121 -3.641 -0.425
C -1.805 -1.578 -4.944 -0.527
C -1.029 -0.283 -4.991 -0.513
C 0.164 -0.586 -4.107 0.361
H -1.461 -2.297 -5.694 0.316
H -2.875 -1.417 -5.075 0.372
H -0.761 0.021 -6.003 0.397
H -1.621 0.518 -4.543 0.151
H 0.983 -1.046 -4.667 0.293
H 0.512 0.302 -3.580 -0.396
O -3.645 0.770 -3.476 -0.593
C -3.904 1.235 -2.399 0.377
O -3.850 2.562 -2.115 -0.368
C -4.108 2.763 -0.719 -0.123
C -4.863 1.530 -0.273 -0.665
C -4.283 0.453 -1.169 0.340
H -3.151 2.875 -0.200 0.006
H -4.693 3.673 -0.582 0.333
H -4.756 1.321 0.793 0.337
H -5.929 1.650 -0.486 0.329
H -3.383 0.007 -0.740 -0.464
H -5.019 -0.315 -1.404 0.422
O 2.345 -5.523 4.299 -0.588
C 1.177 -5.643 4.048 0.513
O 0.232 -4.728 4.388 -0.363
C -1.067 -5.230 4.039 0.069
C -0.816 -6.269 2.969 -0.392
C 0.538 -6.824 3.366 -0.415
H -1.528 -5.657 4.934 0.268
H -1.692 -4.413 3.676 -0.176
H -1.601 -7.024 2.911 0.395
H -0.742 -5.785 1.991 0.132
H 0.449 -7.644 4.082 0.240
H 1.117 -7.135 2.497 0.305
```

As for the SMILES: CP(O)[C@@H]1CNC(=O)C1.O=C1CCCO1.O=C1CCCO1.O=C1CCCO1.O=C1CCCO1.O=C1CCCO1.O=C1CCCO1. For the HOMO energy, the calculation gives -8.422 eV. The calculation puts the gap between HOMO and LUMO at 8.579 eV. Its total energy is -2582.15462 a.u. Its spin multiplicity is 1.

[2]
Below is a cluster of 3 separate species, C29H47BF8I4NO8 in total in a non-equilibrium geometry, with properties calculated with ωB97M-V/def2-TZVPD.

```
98
Properties=species:S:1:pos:R:3:mulliken_charge:R:1
C -3.367 -0.965 -5.065 -0.862
C -1.998 -1.309 -5.630 -0.232
O -1.405 -2.305 -4.808 -0.278
C -0.161 -2.790 -5.290 -0.871
C 1.025 -1.886 -4.951 -0.654
C 1.494 -2.038 -3.500 -1.130
C 0.348 -1.758 -2.517 -0.727
C 0.838 -1.587 -1.072 -1.142
C -0.190 -0.876 -0.164 -0.024
B -1.583 -1.658 -0.632 1.523
O -2.592 -0.874 -1.092 -0.746
C -1.755 -3.234 -0.763 -0.475
C -2.887 -3.863 0.076 -1.542
N 0.215 -0.910 1.339 1.249
C 0.731 -2.148 1.962 0.109
F 0.583 -2.031 3.272 -0.121
F -0.067 -3.115 1.554 -0.174
C 2.230 -2.610 1.643 0.656
F 2.863 -2.838 2.754 -0.229
F 2.884 -1.687 0.952 -0.195
F 2.210 -3.704 0.942 -0.238
C -0.007 0.236 1.979 -0.624
C 0.528 0.662 3.294 -0.840
I 2.639 0.633 3.325 0.053
C -0.044 1.248 4.368 0.187
C 0.751 1.667 5.582 -1.629
I -2.055 1.737 4.620 0.155
C -0.743 1.211 1.068 1.650
C -0.171 2.622 1.380 -1.536
O -0.281 3.422 0.218 0.106
O -0.234 4.775 0.679 -0.377
C -2.288 1.148 1.197 -0.533
I -3.322 2.801 0.432 0.122
C -3.010 0.176 1.781 -0.010
C -2.525 -1.019 2.565 -0.415
I -5.089 0.129 1.768 0.131
C -0.121 0.685 -0.321 0.989
O 1.242 1.097 -0.267 -0.632
C -0.735 1.313 -1.582 -1.633
C 0.267 1.986 -2.511 -0.734
O 1.170 1.047 -3.061 -0.310
C -0.485 2.660 -3.652 0.312
F 0.350 3.309 -4.449 -0.317
F -1.381 3.543 -3.197 -0.276
F -1.165 1.790 -4.402 -0.158
H -3.622 0.073 -5.296 0.343
H -4.156 -1.599 -5.473 0.396
H -3.347 -1.067 -3.976 -0.076
H -2.082 -1.692 -6.657 0.459
H -1.363 -0.414 -5.671 0.212
H -0.220 -2.964 -6.374 0.477
H -0.015 -3.771 -4.820 0.337
H 0.776 -0.836 -5.142 0.155
H 1.852 -2.140 -5.624 0.497
H 2.331 -1.360 -3.302 0.424
H 1.844 -3.069 -3.354 0.497
H -0.322 -2.618 -2.566 0.577
H -0.205 -0.895 -2.881 -0.287
H 1.001 -2.599 -0.697 0.583
H 1.807 -1.088 -1.070 0.559
H -3.229 -1.360 -1.638 0.245
H -0.834 -3.801 -0.634 0.340
H -2.026 -3.372 -1.822 0.449
H -3.766 -3.208 0.123 0.271
H -3.210 -4.812 -0.357 0.421
H -2.574 -4.061 1.103 0.223
H 1.312 0.816 5.987 0.320
H 1.470 2.443 5.296 0.418
H 0.107 2.071 6.357 0.499
H 0.885 2.553 1.655 0.395
H -0.722 3.083 2.205 0.358
H -1.054 5.132 0.300 0.253
H -3.297 -1.352 3.261 0.887
H -1.658 -0.814 3.185 -0.198
H -2.315 -1.874 1.927 -0.467
H 1.825 0.412 0.078 0.766
H -1.353 0.615 -2.135 0.967
H -1.408 2.109 -1.275 0.920
H 0.784 2.802 -1.992 0.876
H 1.986 1.501 -3.309 0.320
C 3.364 -4.285 6.165 -0.774
C 1.889 -4.216 6.508 -0.207
O 1.388 -2.880 6.527 -0.529
H 3.945 -3.695 6.874 0.275
H 3.722 -5.315 6.193 0.354
H 3.550 -3.891 5.164 0.099
H 1.713 -4.600 7.512 0.299
H 1.303 -4.827 5.812 0.240
H 1.492 -2.503 5.648 0.228
C 3.071 7.407 -0.332 -1.101
C 1.598 7.389 0.032 0.114
O 1.076 8.691 0.266 -0.545
H 3.649 7.889 0.457 0.308
H 3.451 6.394 -0.476 0.292
H 3.236 7.964 -1.257 0.340
H 1.441 6.841 0.959 0.159
H 1.022 6.887 -0.754 0.149
H 1.182 9.212 -0.537 0.305
```

For the HOMO energy, the calculation gives -11.468 eV. The calculation puts the gap between HOMO and LUMO at 6.632 eV. Its total energy is -3804.08079 a.u. Its spin multiplicity is 1. The charge is +1.

[3]
Below is a structure of composition C29H47Ge2IrN3O2S2Si3 in a non-equilibrium geometry, with properties calculated with ωB97M-V/def2-TZVPD.

```
89
Properties=species:S:1:pos:R:3:mulliken_charge:R:1
Ir 0.522 -0.370 -0.060 1.015
C 4.721 -3.847 -1.180 -1.029
Si 3.740 -2.234 -1.153 0.288
C 3.147 -1.873 -2.904 -1.072
C 4.917 -0.863 -0.650 -1.083
Ge 1.802 -2.386 0.221 -0.594
Si 2.334 -2.508 2.547 0.418
C 0.728 -2.586 3.524 -1.031
C 3.360 -4.029 2.982 -1.094
C 3.304 -0.998 3.088 -0.939
Si 0.707 -4.412 -0.384 0.675
C 1.670 -5.958 0.119 -1.158
C -0.960 -4.524 0.489 -0.759
C 0.439 -4.591 -2.241 -0.989
H 5.558 -3.764 -1.876 0.401
H 4.107 -4.690 -1.494 0.215
H 5.125 -4.080 -0.195 0.256
H 3.974 -1.589 -3.557 0.434
H 2.434 -1.048 -2.874 0.211
H 2.642 -2.732 -3.347 0.255
H 5.829 -0.914 -1.250 0.408
H 5.195 -0.933 0.401 0.241
H 4.457 0.115 -0.785 0.267
H 0.204 -3.523 3.334 0.260
H 0.067 -1.774 3.223 0.196
H 0.905 -2.508 4.598 0.402
H 2.816 -4.953 2.798 0.289
H 3.627 -4.002 4.040 0.392
H 4.282 -4.069 2.402 0.242
H 2.735 -0.083 2.934 0.220
H 4.218 -0.892 2.503 0.241
H 3.577 -1.067 4.143 0.388
H 1.800 -6.022 1.198 0.249
H 2.661 -5.988 -0.331 0.226
H 1.128 -6.849 -0.205 0.356
H -0.814 -4.722 1.551 0.355
H -1.577 -5.325 0.077 0.420
H -1.509 -3.586 0.406 -0.195
H 1.397 -4.630 -2.761 0.281
H -0.135 -3.771 -2.664 0.225
H -0.095 -5.521 -2.448 0.393
C -1.776 2.149 -0.036 0.516
C -3.005 2.993 -0.150 -0.186
C -3.002 4.123 -0.959 0.188
C -4.136 4.907 -1.080 -0.926
C -5.285 4.556 -0.380 0.645
C -5.294 3.434 0.448 -0.966
C -4.156 2.662 0.561 -0.168
C -6.477 5.347 -0.522 -0.134
N -7.436 5.969 -0.645 -0.560
H -1.106 2.293 -0.886 0.720
H -2.029 1.090 0.031 -1.467
H -2.102 4.393 -1.498 0.490
H -4.132 5.789 -1.703 0.448
H -6.190 3.179 0.998 0.457
H -4.147 1.799 1.216 0.581
C -2.936 -2.955 -2.361 -1.312
Ge -2.416 -1.283 -1.481 0.864
C -3.217 0.118 -2.616 -1.143
C -3.279 -1.199 0.284 -1.356
C -0.472 -1.150 -1.377 -0.592
H -4.020 -2.960 -2.476 0.411
H -2.638 -3.834 -1.796 0.299
H -2.485 -3.015 -3.351 0.366
H -4.269 -0.103 -2.800 0.343
H -2.701 0.144 -3.576 0.404
H -3.154 1.110 -2.168 0.167
H -4.124 -0.512 0.262 0.449
H -2.568 -0.873 1.043 0.320
H -3.650 -2.182 0.574 0.468
H 0.028 -1.568 -2.260 0.361
O -1.516 7.031 3.291 -0.654
S -1.760 6.489 1.989 1.160
O -2.825 7.002 1.181 -0.579
N -1.968 4.810 2.144 -0.491
C -0.997 4.193 1.581 0.409
S -0.854 2.417 1.516 -0.173
C 0.064 5.038 0.937 0.502
C 1.211 4.624 0.279 0.011
C 2.014 5.618 -0.275 -0.751
C 1.671 6.963 -0.170 -0.390
C 0.525 7.372 0.509 -0.702
C -0.255 6.381 1.063 -0.203
H 1.483 3.578 0.219 0.253
H 2.920 5.333 -0.794 0.468
H 2.314 7.710 -0.618 0.379
H 0.265 8.417 0.603 0.439
N 2.836 1.736 0.638 -0.981
C 2.003 0.970 0.390 0.339
```

The calculation puts the relative energy (zero: lowest compared OMol25 entry of this formula, charge and spin) at 200.9 kJ/mol. For the HOMO energy, the calculation gives -4.608 eV. The calculation puts the gap between HOMO and LUMO at 6.009 eV. Its total energy is -7371.09487 a.u. Its spin multiplicity is 1. The charge is -1.

[4]
Below is a structure of composition C29H47N2O2P2Pd in a non-equilibrium geometry, with properties calculated with ωB97M-V/def2-TZVPD.

```
83
Properties=species:S:1:pos:R:3:lowdin_spin:R:1
C 2.226 -2.031 3.270 0.133
C 1.786 -1.583 1.981 0.024
N 0.744 -0.655 1.937 0.171
C 0.225 -0.145 3.049 0.016
C 0.754 -0.449 4.306 0.154
C 1.730 -1.445 4.413 -0.006
C 2.419 -1.936 0.765 0.474
P 2.033 -1.064 -0.749 0.146
Pd -0.089 -0.165 -0.049 0.909
P -1.757 0.888 1.393 0.261
C -0.818 0.936 2.901 0.038
C -1.020 0.339 -1.876 0.189
C -0.161 1.007 -2.719 0.035
C -0.600 1.350 -4.012 0.010
C -1.886 1.021 -4.434 -0.002
C -2.730 0.325 -3.569 0.009
C -2.288 -0.042 -2.288 0.029
O 0.774 -5.777 1.049 0.002
O -1.332 -4.360 -2.859 0.000
H 2.972 -2.833 3.284 0.005
H 0.426 0.153 5.147 0.008
H 2.121 -1.717 5.399 -0.003
C 3.345 0.134 -1.002 0.063
C 2.050 -2.064 -2.279 0.013
H -1.538 0.916 3.720 0.007
H -0.277 1.893 2.879 -0.001
H 0.872 -5.072 0.355 0.001
H 3.244 -2.670 0.848 0.022
C -2.140 2.490 0.760 0.047
C -3.268 -0.066 1.676 0.031
H 0.851 1.225 -2.397 0.007
H 0.088 1.857 -4.686 0.001
H -2.220 1.267 -5.448 0.000
H -3.728 0.039 -3.886 0.002
H -2.941 -0.650 -1.667 0.004
H -1.750 -0.550 0.147 0.070
H -1.959 -3.824 -2.348 0.000
H -0.733 -4.599 -2.148 0.000
H -0.100 -5.555 1.404 0.000
H -1.277 -1.090 0.701 0.089
H 4.202 -0.157 -0.387 0.005
H 3.667 0.225 -2.042 0.004
H 2.971 1.122 -0.673 0.008
H 2.925 -2.727 -2.301 0.002
H 1.136 -2.662 -2.362 0.000
H 2.105 -1.383 -3.136 0.001
H -3.776 0.482 2.473 0.007
H -3.880 -0.119 0.760 0.001
H -3.036 -1.096 1.993 0.006
H -2.870 2.928 1.452 0.014
H -1.226 3.097 0.725 0.001
H -2.563 2.406 -0.249 0.002
C 0.572 5.733 3.477 -0.001
C 1.261 4.484 2.993 0.000
C 2.039 3.720 3.874 0.040
C 2.717 2.565 3.456 -0.001
C 3.559 1.795 4.437 -0.001
C 2.608 2.185 2.120 0.054
C 1.951 3.006 1.141 0.068
C 1.174 4.090 1.663 0.054
N 2.069 2.757 -0.187 0.664
C 2.745 3.737 -1.077 0.047
C 1.968 5.043 -1.154 0.031
C 4.160 4.047 -0.584 0.026
C 2.831 3.145 -2.478 -0.001
H 0.048 5.544 4.421 -0.001
H 1.288 6.549 3.658 -0.001
H -0.151 6.084 2.735 0.000
H 2.126 4.031 4.920 0.002
H 4.469 2.352 4.707 -0.001
H 3.008 1.617 5.370 0.000
H 3.866 0.826 4.030 0.000
H 3.109 1.279 1.770 0.001
H 0.556 4.672 0.974 0.001
H 2.010 5.586 -0.206 0.000
H 2.418 5.677 -1.930 0.004
H 0.922 4.846 -1.417 0.000
H 4.750 3.132 -0.474 0.000
H 4.653 4.704 -1.306 0.003
H 4.133 4.561 0.386 0.000
H 3.376 3.830 -3.136 -0.001
H 1.839 2.978 -2.910 0.000
H 3.370 2.196 -2.469 0.000
```

The calculation puts the relative energy (zero: lowest compared OMol25 entry of this formula, charge and spin) at 69.2 kJ/mol. For the HOMO energy (spin up / spin down), the calculation gives -8.405 / -10.776 eV. The calculation puts the gap between HOMO and LUMO (spin up / spin down) at 6.039 / 6.054 eV. Its total energy is -2203.35404 a.u. Its spin multiplicity is 5. The charge is +1.

[5]
Below is a cluster of 3 separate species, C29H47N3O8 in total in a non-equilibrium geometry, with properties calculated with ωB97M-V/def2-TZVPD.

```
87
Properties=species:S:1:pos:R:3:lowdin_spin:R:1
C 10.769 0.954 0.127 0.000
C 9.760 1.292 -0.966 0.000
O 10.087 1.742 -2.039 0.000
O 8.471 1.072 -0.603 0.000
C 7.564 1.164 -1.685 0.000
N 6.206 1.218 -1.079 0.000
O 5.353 0.289 -1.702 0.000
C 4.576 -0.328 -0.684 0.000
O 4.972 -1.278 -0.078 0.000
C 3.228 0.332 -0.476 0.000
C 3.169 1.405 0.382 0.000
C 1.964 2.055 0.575 0.000
C 0.868 1.597 -0.115 0.000
C 0.939 0.515 -0.957 0.001
C 2.133 -0.150 -1.159 0.000
C 5.708 2.548 -1.180 0.000
O 6.079 3.385 -0.393 0.000
O 4.806 2.856 -2.151 0.000
H 10.898 1.858 0.729 0.000
H 10.317 0.192 0.769 0.000
H 11.684 0.611 -0.350 0.000
H 7.563 0.275 -2.319 0.000
H 7.691 2.073 -2.277 0.000
H 4.082 1.722 0.882 0.000
H 1.955 2.914 1.237 0.000
H -0.081 2.113 0.001 0.000
H 0.081 0.142 -1.509 0.001
H 2.211 -0.999 -1.829 0.000
H 4.121 3.354 -1.684 0.000
C -3.731 1.059 4.823 0.002
C -2.418 1.729 4.343 0.026
C -2.195 3.034 5.114 0.014
C -3.128 4.163 4.681 0.001
C -3.068 4.366 3.169 0.014
C -3.309 3.077 2.377 0.027
N -2.466 1.947 2.866 0.350
O -1.252 2.132 2.442 0.556
C -4.802 2.701 2.450 0.002
C -3.065 3.354 0.893 -0.001
C -1.320 0.736 4.726 -0.001
H -3.546 0.381 5.656 0.000
H -4.470 1.776 5.181 0.000
H -4.184 0.460 4.033 0.002
H -1.162 3.368 4.976 0.003
H -2.317 2.853 6.184 0.001
H -4.154 3.958 4.997 0.000
H -2.837 5.088 5.184 0.001
H -3.802 5.120 2.874 0.001
H -2.088 4.779 2.912 0.003
H -4.984 1.737 1.972 0.001
H -5.405 3.442 1.924 0.000
H -5.197 2.662 3.462 0.000
H -2.068 3.752 0.702 -0.001
H -3.776 4.095 0.528 0.000
H -3.192 2.448 0.298 0.000
H -1.447 -0.213 4.200 0.000
H -1.356 0.534 5.796 0.000
H -0.321 1.114 4.513 -0.001
C -3.618 -3.077 -4.448 0.002
C -2.142 -3.242 -4.004 0.026
C -1.690 -4.685 -4.250 0.014
C -2.276 -5.684 -3.256 0.001
C -2.021 -5.234 -1.820 0.014
C -2.485 -3.801 -1.545 0.027
N -1.991 -2.840 -2.574 0.352
O -0.732 -2.612 -2.344 0.554
C -4.025 -3.764 -1.475 0.002
C -2.036 -3.394 -0.140 -0.001
C -1.357 -2.314 -4.933 -0.001
H -3.683 -2.779 -5.494 0.000
H -4.195 -3.997 -4.363 0.000
H -4.122 -2.298 -3.874 0.002
H -0.597 -4.741 -4.192 0.003
H -1.956 -4.984 -5.267 0.001
H -3.348 -5.817 -3.428 0.000
H -1.823 -6.665 -3.416 0.001
H -2.519 -5.919 -1.130 0.001
H -0.949 -5.321 -1.613 0.003
H -4.385 -2.739 -1.373 0.001
H -4.376 -4.320 -0.605 0.000
H -4.515 -4.217 -2.333 0.000
H -0.960 -3.491 -0.002 -0.001
H -2.510 -4.035 0.604 0.000
H -2.318 -2.363 0.080 0.000
H -1.656 -1.273 -4.792 0.000
H -1.546 -2.580 -5.973 0.000
H -0.281 -2.385 -4.783 -0.001
```

For the HOMO energy (spin up / spin down), the calculation gives -8.772 / -9.431 eV. The calculation puts the gap between HOMO and LUMO (spin up / spin down) at 9.301 / 9.453 eV. Its total energy is -1899.21978 a.u. Its spin multiplicity is 3.